(1)
The following is a quantum chemistry calculation of a cluster of 40 separate species, H80O40 in total in a non-equilibrium geometry, from OMol25.

For the HOMO energy, the calculation gives -9.8 eV. The LUMO energy comes out at -0.034 hartree. The calculation puts the orbital gap at 8.9 eV. The energy relative to the best compared isomer or geometry (same formula, charge and spin) is 18.131 eV.

The geometry in XYZ format:
```
120
Properties=species:S:1:pos:R:3:mulliken_charge:R:1
H 3.696 -1.811 -1.549 0.30
H 4.971 -1.701 -0.424 0.27
O 4.677 -1.801 -1.293 -0.60
H -5.190 3.301 1.593 0.30
H -4.222 2.677 0.854 0.30
O -4.717 2.457 1.569 -0.52
H 0.859 -0.375 -4.836 0.25
H -0.406 -1.319 -4.886 0.39
O 0.280 -0.994 -4.240 -0.62
H 4.404 3.924 -2.526 0.31
H 5.453 2.621 -3.469 0.35
O 4.492 2.925 -2.863 -0.73
H -4.281 -0.810 1.657 0.08
H -3.470 0.197 0.698 0.02
O -3.523 -0.610 1.234 -0.12
H 2.836 0.992 3.549 0.30
O 2.494 0.386 4.285 -0.61
H 0.165 2.591 0.364 -0.12
O -0.248 1.654 0.398 0.41
H -0.529 -1.191 4.673 0.26
H -1.779 -1.815 4.728 0.39
O -1.077 -1.361 5.304 -0.73
H 2.243 -5.391 1.449 0.31
H 1.322 -5.862 2.613 0.33
O 2.000 -6.077 1.997 -0.62
H -0.409 2.999 -1.757 0.24
H 0.312 4.208 -1.227 0.17
O -0.619 3.880 -1.325 -0.60
H -0.455 2.823 3.210 0.11
H 0.176 1.494 3.031 0.14
O 0.384 2.401 2.947 -0.40
H -0.225 -2.508 2.453 0.07
O -0.805 -1.888 2.922 -0.17
H 3.736 -3.121 3.023 0.26
H 4.642 -2.115 2.140 0.21
O 3.737 -2.475 2.164 -0.59
H -6.316 -2.675 -0.077 0.24
H -6.134 -1.931 1.413 0.28
O -5.790 -2.354 0.634 -0.53
H 2.294 -2.204 1.442 0.25
H 0.742 -2.361 1.139 0.37
O 1.460 -2.696 1.566 -0.61
H -2.718 -2.995 2.625 0.65
H -4.340 -3.183 3.002 0.27
O -3.451 -3.116 3.377 -0.64
H 0.839 5.649 2.920 0.23
H 2.376 5.177 2.710 0.27
O 1.473 5.140 2.324 -0.47
H 0.575 -3.602 -2.274 0.26
H -0.912 -3.783 -2.053 0.30
O -0.176 -4.334 -2.344 -0.64
H 2.398 2.659 -4.791 0.37
O 1.668 2.041 -5.041 -0.55
H -2.678 1.269 3.323 0.39
H -1.946 0.193 4.061 0.27
O -1.850 1.175 4.040 -0.62
H -4.628 -3.898 -2.804 0.33
O -3.870 -3.708 -3.486 -0.64
H 4.063 -0.185 -3.481 0.40
H 2.716 0.198 -2.724 0.51
O 3.051 0.194 -3.640 -0.95
H 1.585 -4.408 0.376 0.27
H 1.789 -3.934 -1.074 0.22
O 2.293 -4.169 -0.325 -0.63
H 2.501 5.388 0.029 0.18
H 3.502 6.064 0.887 0.25
O 3.254 5.356 0.324 -0.41
H -2.232 2.133 -0.137 0.05
H -2.053 3.738 -0.434 0.36
O -2.625 2.984 -0.109 -0.33
H -0.381 2.930 5.061 0.34
H -0.742 2.421 6.440 0.34
O -0.209 3.118 5.969 -0.69
H -2.060 -0.779 -4.153 0.30
H -3.041 -1.999 -4.812 0.29
O -2.397 -1.288 -4.958 -0.70
H 2.935 -0.234 0.721 -0.07
H 3.613 1.059 1.214 0.25
O 2.996 0.413 1.411 0.01
H 3.205 1.799 -0.910 0.27
H 4.021 0.543 -1.371 0.29
O 3.155 0.950 -1.259 -0.46
H 0.594 -1.154 -1.056 -0.16
H -0.642 -0.399 -0.450 -0.17
O -0.301 -1.190 -0.777 0.43
H -1.156 5.348 1.881 0.24
H -2.010 5.028 0.428 0.26
O -1.139 4.892 0.930 -0.53
H 4.665 3.734 0.583 0.29
O 4.389 2.834 0.956 -0.72
H 3.173 3.239 -1.780 0.13
H 1.956 4.148 -1.377 0.22
O 2.450 3.366 -1.167 -0.41
H 2.126 1.419 -4.528 0.29
H 1.705 0.909 4.652 0.32
H -3.397 -2.991 -2.847 0.29
H -0.290 1.583 1.390 0.04
H -1.504 -1.811 2.298 0.02
H 3.724 2.923 1.636 0.28
O 2.379 -2.210 -3.375 -0.61
H 1.524 -1.778 -3.489 0.41
H 2.939 -1.884 -4.163 0.30
O -1.465 2.558 -5.401 -0.59
H -0.785 2.897 -4.787 0.27
H -1.061 2.478 -6.270 0.29
O -2.384 1.085 -3.516 -0.38
H -1.593 1.641 -3.445 0.10
H -2.353 0.640 -4.344 0.37
O -1.212 -5.701 0.881 -0.67
H -0.836 -5.781 -0.043 0.30
H -0.451 -5.857 1.466 0.29
O -3.560 -4.512 1.424 -0.58
H -2.881 -4.981 2.080 0.29
H -4.307 -4.957 1.829 0.25
O -1.574 -2.940 0.961 -0.15
H -1.523 -3.998 0.727 0.19
H -2.301 -2.608 0.492 0.00
O -3.934 0.988 -1.328 -0.49
H -3.792 0.120 -1.883 0.22
H -4.057 1.858 -1.800 0.23
```

***

(2)
The following is a quantum chemistry calculation of a structure of composition H8MgO16S3 in a non-equilibrium geometry, from OMol25.

For the HOMO energy, the calculation gives 3.3 eV. The LUMO energy comes out at 0.226 hartree. As for the total charge: -4. The calculation puts the orbital gap at 2.9 eV. The energy relative to the best compared isomer or geometry (same formula, charge and spin) is 10.724 eV.

The geometry in XYZ format:
```
28
Properties=species:S:1:pos:R:3:mulliken_charge:R:1
Mg 0.053 0.523 -0.863 1.07
S 0.289 -0.864 3.719 1.09
O 1.184 0.188 4.152 -0.67
O 0.303 -0.875 2.251 -0.53
O 0.835 -2.059 4.311 -0.76
O -1.060 -0.730 4.267 -0.73
S -4.381 -1.369 -0.518 1.05
O -4.454 -1.230 0.879 -0.65
O -4.442 -2.747 -1.006 -0.75
O -5.482 -0.656 -1.172 -0.78
O -3.108 -0.734 -0.983 -0.65
S 4.540 2.627 -0.082 1.04
O 3.255 2.036 -0.462 -0.61
O 4.564 2.464 1.423 -0.72
O 5.693 1.971 -0.808 -0.79
O 4.575 4.047 -0.358 -0.75
O -0.426 -4.620 0.505 -0.64
H 0.190 -5.281 0.822 0.28
H -0.058 -3.788 0.802 0.36
O -1.101 3.032 1.133 -0.51
H -1.508 2.953 1.996 0.29
H -1.236 3.947 0.887 0.25
O 1.071 -1.874 -2.861 -0.49
H 1.479 -2.725 -2.700 0.27
H 0.847 -1.888 -3.791 0.27
O -0.503 2.266 -3.584 -0.52
H 0.192 2.775 -4.001 0.30
H -1.313 2.612 -3.959 0.28
```